{
  "formula": "C38H95N3O11",
  "method": "ωB97M-V with the def2-TZVPD basis set",
  "relative_energy_kj_mol": 0.0,
  "homo_ev": -8.942,
  "e_tot_ev": -67940.5525,
  "homo_lumo_gap_ev": 9.0,
  "smiles": "CC(N)=O.CC(N)=O.CC(N)=O.CCCCCC.CCCCCC.CCCCCC.CCCCCC.OCCO.OCCO.OCCO.OCCO",
  "elements": ["O", "O", "O", "O", "O", "O", "O", "O", "O", "O", "O", "N", "N", "N", "C", "C", "C", "C", "C", "C", "C", "C", "C", "C", "C", "C", "C", "C", "C", "C", "C", "C", "C", "C", "C", "C", "C", "C", "C", "C", "C", "C", "C", "C", "C", "C", "C", "C", "C", "C", "C", "C", "H", "H", "H", "H", "H", "H", "H", "H", "H", "H", "H", "H", "H", "H", "H", "H", "H", "H", "H", "H", "H", "H", "H", "H", "H", "H", "H", "H", "H", "H", "H", "H", "H", "H", "H", "H", "H", "H", "H", "H", "H", "H", "H", "H", "H", "H", "H", "H", "H", "H", "H", "H", "H", "H", "H", "H", "H", "H", "H", "H", "H", "H", "H", "H", "H", "H", "H", "H", "H", "H", "H", "H", "H", "H", "H", "H", "H", "H", "H", "H", "H", "H", "H", "H", "H", "H", "H", "H", "H", "H", "H", "H", "H", "H", "H"],
  "coordinates": [[-2.4080, -3.6765, 0.0982], [0.9807, 4.2936, -1.8070], [-4.2558, 1.6516, -4.9431], [-0.2323, 2.5135, -3.7580], [3.2113, 2.5402, -1.4733], [-3.3854, -5.9364, -1.3069], [-2.7907, -0.4846, -3.1612], [0.8062, -5.1318, -2.5926], [1.7836, 0.0942, -0.9593], [-0.4435, -1.5224, 0.1701], [1.8256, -2.1709, -4.8737], [5.2293, 3.4581, -1.0918], [1.3484, -3.0560, -1.9385], [2.4859, -0.1969, -3.9618], [-4.8119, 0.7472, -3.9900], [-2.7679, -4.8455, -1.9923], [-3.1309, -0.7814, 3.2924], [-5.8435, -2.1889, 5.7841], [-4.3355, 3.9453, -0.8303], [-2.9796, -3.5487, -1.2205], [0.9657, -0.8908, 5.9159], [-2.5078, 4.1941, 0.8949], [-3.2022, 0.4107, 2.3174], [1.0050, -4.7422, -0.2278], [-1.0182, 4.1658, 1.1531], [-4.4640, -1.0081, 3.9924], [-4.8908, 4.4391, -2.1736], [4.3512, -3.0819, 3.4873], [-2.8107, 4.1750, -0.6047], [0.6296, 3.5702, -4.1132], [-6.3220, 3.9773, -2.4257], [1.6661, -0.1177, 3.5653], [-4.5199, -2.1296, 5.0337], [4.7499, 1.2281, -0.2187], [1.7163, 0.1424, 5.0617], [0.5898, 4.7060, -3.0997], [2.3879, 1.0037, 2.7897], [-0.4751, -0.5161, -0.8314], [3.5110, -0.9500, -6.0341], [5.7334, -2.3247, 0.6540], [7.0867, -3.7446, -0.9163], [1.8155, 2.4039, 2.9432], [5.6847, -3.2278, -0.6023], [2.5007, -1.1583, -4.9274], [1.0283, -4.3486, -1.6754], [2.1937, 3.3317, 1.7977], [4.3120, 2.5041, -0.9021], [-3.9986, 0.1122, 1.0546], [4.3466, -1.9939, 1.1969], [3.7479, -3.0684, 2.0857], [0.4895, 0.5950, -0.6030], [-3.8465, 0.4109, -2.8753], [0.0891, 2.1463, -2.9283], [-4.9346, 4.3825, -0.0274], [-2.3577, 3.2794, -1.0370], [-5.2545, -1.1638, 3.2523], [1.4853, -1.8420, 6.0487], [6.1494, 3.4059, -0.6992], [4.1632, -2.1035, 3.9502], [-0.0304, -1.0741, 5.5144], [0.5588, 0.8227, 0.4711], [3.9205, -3.8339, 4.1473], [4.3864, -1.5618, -5.8094], [4.7211, 0.4025, -0.9294], [-2.4860, 5.0890, -1.1000], [-4.0325, -3.2671, -1.1334], [3.4598, 1.0537, 3.0262], [-4.4109, -0.0865, -2.0785], [0.1082, -5.3294, -0.0437], [-2.3747, -0.2952, -4.0092], [-4.9915, 5.5291, -2.1324], [2.0229, 2.9086, 3.8930], [-4.3250, -3.1136, 4.5935], [-4.4423, 2.8563, -0.8164], [4.4283, -1.0815, 1.8009], [0.6315, -0.0675, 3.2109], [1.9780, 4.3880, 1.9598], [-2.1651, 0.6931, 2.1174], [-2.4520, -2.7313, -1.7157], [-2.9646, 5.1011, 1.3041], [1.2806, -2.3484, -1.2232], [-4.1666, 4.1753, -2.9461], [-0.7942, 4.2263, 2.2224], [-0.4429, 5.0666, -3.0975], [-3.4809, 1.2304, -5.3306], [3.1040, 0.5912, -3.9915], [0.7188, 2.4045, 3.0191], [6.2621, -1.4142, 0.3507], [3.8223, 0.0812, -6.1898], [-5.8785, -3.0115, 6.4949], [-2.9673, 3.3594, 1.4285], [-6.6221, 4.2841, -3.4290], [-1.6965, -5.0437, -2.0126], [2.7672, 0.0333, 5.3746], [-6.6738, -2.2733, 5.0788], [-3.6975, -1.9507, 5.7354], [-1.5177, -0.1811, -0.8814], [-4.1062, -6.2262, -1.8744], [3.0935, -1.3671, -6.9492], [-6.4667, 2.8963, -2.3575], [-3.4701, -0.5352, 0.3448], [-2.3802, -0.5009, 4.0409], [-4.9997, -0.3051, 1.1573], [1.8530, 3.8662, -1.8067], [6.3478, -2.7454, 1.4532], [4.9735, -4.0361, -0.4095], [4.2408, 0.9594, 0.7001], [-4.1246, 1.0093, 0.4359], [-6.0023, -1.2485, 6.3198], [0.2319, 1.5322, -1.1029], [-3.4713, 1.3415, -2.4326], [5.2319, -2.6664, -1.4219], [-1.0100, -2.2799, -0.0211], [2.0020, -0.3526, -3.0870], [0.9597, -0.5071, 6.9414], [3.6347, -1.7949, 0.3894], [1.7226, 3.0083, 0.8662], [-2.6539, -4.5592, 0.4042], [2.6679, -2.9998, 2.2394], [5.8139, 1.3329, 0.0222], [-0.3691, -0.9663, -1.8252], [5.4417, -3.1527, 3.5214], [3.8730, -4.0731, 1.6620], [7.6889, -2.9133, -1.2799], [-3.1589, -4.6222, -2.9888], [-4.7391, -0.1219, 4.5767], [1.6705, 3.2274, -4.1964], [-5.6470, 1.2848, -3.5325], [3.2643, 3.3263, 1.5514], [-2.7421, -1.6950, 2.8402], [0.3376, 3.9408, -5.0955], [-0.3672, 4.8904, 0.6552], [7.5292, -4.1856, -0.0201], [1.5128, 1.1706, 5.3549], [-0.5561, 3.2403, 0.7870], [2.4243, 0.8194, -1.0093], [1.2016, 5.5751, -3.3714], [2.1447, -1.0476, 3.2675], [-7.0030, 4.4208, -1.6978], [7.1034, -4.5892, -1.6085], [-3.6308, 1.3180, 2.7510], [-5.3354, -0.1014, -4.4435], [4.9316, 4.2692, -1.6092], [1.9082, -5.3309, -0.0442], [2.3796, 0.6908, 1.7381], [1.0769, -3.9234, 0.4854], [1.3327, -2.7801, -2.9099]],
  "mulliken_charge": [-0.62, -0.22, -0.52, -0.55, -0.56, -0.54, -0.28, -0.73, 1.75, -0.03, -0.70, -0.41, 0.34, -0.10, -0.59, -0.54, -0.40, -1.32, -0.30, 0.40, -1.14, -0.38, 0.11, -0.66, -0.67, -0.64, -0.53, -1.48, 0.48, -0.37, -1.47, 0.93, -0.20, -0.73, -0.56, -0.46, 1.25, 0.12, -1.14, -1.01, -1.37, -0.75, 0.01, 0.73, 0.64, -0.92, 0.29, 0.27, 1.46, -0.25, 1.80, 0.19, 0.20, 0.64, -0.37, 0.29, 0.26, 0.20, 0.20, 0.14, -0.77, 0.42, 0.26, 0.20, 0.42, 0.21, 0.70, 0.15, 0.29, 0.28, 0.44, 0.50, 0.32, -0.56, -0.23, -0.24, 0.48, -0.34, -0.24, 0.41, -0.34, 0.32, 0.43, 0.17, 0.36, 0.16, 0.26, 0.32, 0.34, 0.39, -0.03, 0.38, 0.09, 0.35, 0.31, 0.23, -0.61, 0.34, 0.34, 0.26, -0.26, 0.07, 0.46, 0.26, 0.35, 0.21, -0.18, -0.59, 0.32, -0.85, -0.05, 0.18, -0.20, -0.24, 0.41, -0.60, -0.09, 0.32, 0.03, 0.65, 0.32, 0.35, 0.47, 0.32, 0.46, 0.24, 0.13, 0.13, 0.31, 0.28, 0.46, 0.34, 0.32, 0.38, -0.27, -1.01, 0.31, -0.50, 0.40, 0.39, 0.55, 0.31, 0.26, 0.32, -1.50, -0.06, 0.15]
}

=====

{
  "formula": "C13H23N5NiO8P2S",
  "method": "ωB97M-V with the def2-TZVPD basis set",
  "homo_ev": [-7.646, -7.662],
  "e_tot_ev": -108145.2670,
  "homo_lumo_gap_ev": [8.0, 8.0],
  "elements": ["Ni", "S", "P", "P", "O", "O", "O", "O", "O", "O", "O", "O", "N", "N", "N", "N", "N", "C", "C", "C", "C", "C", "C", "C", "C", "C", "C", "C", "C", "C", "H", "H", "H", "H", "H", "H", "H", "H", "H", "H", "H", "H", "H", "H", "H", "H", "H", "H", "H", "H", "H", "H", "H"],
  "coordinates": [[0.6476, 1.1752, -1.7087], [-0.8406, -2.4361, -0.1533], [1.4589, 0.9888, 1.3444], [2.5365, 2.7339, -0.8308], [2.3701, -0.2514, 1.7890], [-2.0702, 0.1738, -1.5831], [1.7727, 2.7119, -3.7434], [3.7687, 3.6679, -1.2298], [0.7340, 1.5440, 2.5221], [0.6818, 0.5279, 0.1333], [2.5922, 1.3773, -1.4913], [1.2485, 3.5046, -0.8193], [-1.0813, -0.5600, 1.6620], [2.1307, 3.5492, 1.6825], [-1.5764, -2.6344, 2.4458], [0.7388, 2.1061, -3.3696], [-1.1204, 0.8783, -2.2686], [-1.8305, -4.0174, 2.6008], [-1.4795, 1.4962, -3.3379], [-1.1859, -1.8828, 1.3886], [-2.8623, 1.4671, -3.8951], [-2.3268, -6.2377, 1.8469], [-1.8836, -4.4761, 3.9171], [-2.1543, -5.8040, 4.1912], [-2.3741, -6.6977, 3.1526], [-2.0611, -4.9059, 1.5575], [-0.5844, 3.0733, -5.2029], [-0.4124, 2.2271, -3.9875], [2.7252, 2.3627, 0.9561], [4.1232, 2.0508, 1.4566], [4.7692, 2.9258, 1.3505], [-2.0328, -4.5631, 0.5374], [2.4595, -0.8809, 1.0623], [3.8333, 3.7070, -2.1972], [-0.9915, 4.0565, -4.9500], [4.1218, 1.7171, 2.4950], [-2.8788, 0.8462, -4.7935], [-1.7061, -3.7838, 4.7331], [0.3877, 3.2266, -5.6653], [-1.6469, -2.1311, 3.3170], [-2.5033, -6.9217, 1.0269], [1.5417, 4.0237, 0.9682], [-1.5534, -0.5370, -1.1322], [-2.5818, -7.7386, 3.3606], [-1.0396, -0.2298, 2.6122], [-2.1891, -6.1394, 5.2194], [4.5495, 1.2531, 0.8515], [1.5037, 3.1416, 2.4121], [-0.5787, -0.0008, 0.9888], [-3.1604, 2.4731, -4.1889], [2.8348, 4.1717, 2.0685], [-1.2554, 2.6055, -5.9239], [-3.5686, 1.0654, -3.1776]],
  "nbo_charge": [1.14, -0.31, 2.40, 2.37, -1.00, -0.57, -0.53, -1.00, -1.15, -1.18, -1.12, -1.17, -0.80, -0.73, -0.60, -0.01, -0.23, 0.24, 0.27, 0.32, -0.68, -0.19, -0.27, -0.19, -0.23, -0.27, -0.66, 0.03, -0.62, -0.63, 0.22, 0.25, 0.52, 0.53, 0.22, 0.23, 0.24, 0.20, 0.25, 0.39, 0.21, 0.48, 0.50, 0.21, 0.39, 0.21, 0.25, 0.47, 0.43, 0.23, 0.42, 0.21, 0.25]
}

=====

{
  "formula": "C27H46GaN6O2Si",
  "method": "ωB97M-V with the def2-TZVPD basis set",
  "homo_ev": -4.400,
  "e_tot_ev": -102025.4299,
  "homo_lumo_gap_ev": 6.0,
  "charge": -1,
  "elements": ["Ga", "Si", "O", "O", "N", "N", "N", "N", "N", "N", "C", "C", "C", "C", "C", "C", "C", "C", "C", "C", "C", "C", "C", "C", "C", "C", "C", "C", "C", "C", "C", "C", "C", "C", "C", "C", "C", "H", "H", "H", "H", "H", "H", "H", "H", "H", "H", "H", "H", "H", "H", "H", "H", "H", "H", "H", "H", "H", "H", "H", "H", "H", "H", "H", "H", "H", "H", "H", "H", "H", "H", "H", "H", "H", "H", "H", "H", "H", "H", "H", "H", "H", "H"],
  "coordinates": [[-1.0200, -0.4694, 0.0278], [0.4992, -2.0588, -0.8434], [4.9455, 2.7053, -0.3676], [5.7651, 0.7627, 0.6841], [-9.0429, -1.1271, -1.1570], [-4.7601, -2.5381, 2.0405], [11.0464, -0.7601, 2.5033], [-3.5473, 2.7014, -0.8348], [-6.8609, -2.1684, 6.6716], [3.8557, 0.3662, -6.5297], [-1.5864, 0.4881, 2.9235], [3.0253, 3.5416, -1.6902], [1.0180, 1.8303, -2.3653], [4.8072, 1.6174, 0.5899], [-1.0210, -0.7707, 2.1125], [1.3447, -1.5612, -2.4946], [4.8395, 0.4461, -5.9345], [-0.5081, 1.9906, -1.8251], [-0.4819, 1.5017, -0.2548], [-4.3884, -2.6377, 4.6315], [-8.6065, -3.4961, 5.2384], [-4.3603, 2.6068, -3.3227], [-8.0981, -1.0669, -0.4979], [4.0927, 2.3472, -1.5357], [2.5905, 2.4012, 1.9388], [-3.9050, 2.6607, -1.9295], [3.5531, 1.4061, 1.5537], [1.7749, 3.2244, -2.6574], [-1.8270, 1.5710, 3.6411], [-4.5966, -2.5826, 3.1808], [1.8147, -2.3981, 0.5336], [-0.4649, -3.7172, -1.2013], [-6.8962, -0.9906, 0.3407], [6.0918, 0.5483, -5.1770], [-7.6296, -2.7526, 6.0412], [8.7014, -0.4456, 1.3766], [10.0144, -0.6217, 2.0075], [1.5515, 1.1252, -1.6353], [-1.8513, 2.5050, 4.3179], [5.9167, 0.4995, -4.0989], [-4.1478, -3.6505, 4.9657], [3.6025, 4.4292, -2.1840], [-6.3205, -1.9185, 0.3059], [0.5662, 1.7314, 0.1911], [0.1973, -4.4431, -1.8175], [3.6462, 1.3199, -1.2833], [2.0830, 3.2735, -3.7627], [-3.5659, -1.9890, 4.9454], [0.9382, 1.2783, -3.3896], [2.7568, -2.8850, 0.0876], [-5.2805, -2.3189, 5.1784], [0.1068, -0.9170, 2.3783], [0.6394, -1.0386, -3.2385], [1.0059, 4.0886, -2.5005], [6.6089, 1.4903, -5.3781], [2.0644, -1.3677, 1.0124], [-1.5361, -1.7640, 2.3903], [-8.5180, -4.5745, 5.3943], [-9.6322, -3.2149, 5.4908], [6.7830, -0.2601, -5.4295], [-6.2307, -0.1849, 0.0190], [-2.5076, -0.7289, -0.5758], [1.2958, -3.0759, 1.3271], [2.0799, 3.1007, 1.1705], [3.3996, 0.3425, 2.0002], [-7.1468, -0.8044, 1.3882], [8.6531, -0.9389, 0.4025], [-4.5144, 1.5772, -3.6560], [-3.6339, 3.0622, -4.0012], [8.4693, 0.6104, 1.2164], [7.8997, -0.8632, 1.9910], [-1.2424, 1.3458, -2.4590], [2.6679, 3.9659, -0.6659], [-1.2314, 2.1631, 0.3416], [-5.3070, 3.1368, -3.4576], [-0.8465, 3.0883, -1.8943], [-0.7405, -4.2426, -0.2135], [2.2858, -0.9344, -2.2344], [-8.4729, -3.3108, 4.1692], [4.7893, 2.2151, -2.4418], [2.2129, 2.5239, 3.0330], [1.7349, -2.5392, -2.9842], [-1.4075, -3.4621, -1.8336]],
  "mulliken_charge": [-0.18, 0.45, -0.38, -0.56, -0.41, -0.39, -0.37, -0.38, -0.45, -0.39, -0.48, -0.49, 0.51, 0.47, -0.04, -0.75, 0.37, -0.58, 0.08, -0.57, -0.76, -0.92, 0.31, 0.04, -0.44, 0.46, 0.10, -0.82, -0.49, 0.36, -0.48, -0.99, -0.63, -0.65, 0.43, -0.63, 0.24, -0.37, 0.32, 0.14, 0.30, 0.29, 0.27, -0.46, 0.28, 0.06, 0.30, 0.28, 0.24, 0.32, 0.02, 0.19, 0.17, 0.27, 0.26, -0.30, 0.17, 0.26, 0.29, 0.29, 0.23, -0.31, 0.21, 0.01, 0.25, 0.23, 0.27, 0.27, 0.28, 0.24, 0.27, 0.14, 0.22, 0.39, 0.34, 0.21, 0.24, 0.09, 0.25, 0.11, 0.27, 0.39, 0.23]
}

=====

{
  "formula": "C7H14F12KN2O5PS2",
  "method": "ωB97M-V with the def2-TZVPD basis set",
  "homo_ev": -9.047,
  "e_tot_ev": -100601.6993,
  "homo_lumo_gap_ev": 7.7,
  "elements": ["K", "S", "S", "P", "F", "F", "F", "F", "F", "F", "F", "F", "F", "F", "F", "F", "O", "O", "O", "O", "O", "N", "N", "C", "C", "C", "C", "C", "C", "C", "H", "H", "H", "H", "H", "H", "H", "H", "H", "H", "H", "H", "H", "H"],
  "coordinates": [[-0.1402, -0.7204, 1.8575], [-2.1661, 2.0568, 3.5423], [-0.4899, 3.2010, 1.9030], [-3.3994, -1.8802, 0.3975], [1.2468, 3.2958, -0.1178], [-3.5395, -1.2224, 1.9063], [-3.0529, 0.5771, 5.5433], [-4.8825, -1.3500, 0.0252], [2.2337, 3.4722, 1.7908], [-3.0828, -2.6033, -1.0148], [-4.0485, -3.2048, 1.0598], [1.5785, 1.5526, 1.1382], [-0.9153, 0.6643, 5.3846], [-2.8399, -0.4572, -0.1527], [-2.0277, -0.5597, 4.0234], [-1.8868, -2.3368, 0.8253], [-0.2356, 4.3396, 2.7411], [-3.3928, 2.0167, 2.7937], [-2.0891, 3.1496, 4.4956], [-1.4049, 3.4111, 0.8084], [1.5847, -2.0146, 0.0085], [1.5864, -0.4597, -2.6683], [-0.8644, 1.7397, 2.6667], [3.0770, -0.3049, -2.8368], [1.3030, -1.9236, -2.3725], [2.0329, -2.5683, -1.2157], [1.2455, 2.8706, 1.1464], [0.9392, -0.0977, -3.9811], [-2.0563, 0.5752, 4.7136], [1.1515, 0.4958, -1.5787], [1.3480, -0.7796, -4.7179], [1.7638, 0.2296, -0.7291], [3.6969, -0.6353, -2.0100], [-0.1072, -0.3500, -3.7947], [3.2348, 0.7588, -3.0021], [1.3495, 1.4961, -1.9553], [3.3516, -0.8675, -3.7271], [1.7888, -3.6333, -1.2694], [1.6217, -2.4405, -3.2751], [0.9786, 0.9648, -4.1905], [3.1223, -2.5188, -1.2978], [0.0745, 0.4218, -1.4363], [0.2331, -1.9513, -2.1641], [2.0792, -2.4092, 0.7365]],
  "nbo_charge": [0.96, 2.18, 2.16, 2.60, -0.32, -0.60, -0.29, -0.57, -0.30, -0.59, -0.58, -0.37, -0.32, -0.60, -0.33, -0.64, -0.88, -0.89, -0.92, -0.90, -0.74, -0.19, -1.25, -0.42, -0.24, -0.09, 0.74, -0.41, 0.74, -0.42, 0.22, 0.24, 0.23, 0.24, 0.23, 0.23, 0.22, 0.21, 0.23, 0.25, 0.18, 0.25, 0.26, 0.49]
}